A structure of composition C27H52ClN12ReS, computed with ωB97M-V with the def2-TZVPD basis set.

The geometry in XYZ format:
```
94
Properties=species:S:1:pos:R:3:forces:R:3
Re 0.78204 -0.79940 -0.08383 -0.0753 0.4012 0.1108
C -2.82207 -1.12686 -3.61845 -0.0617 -0.0900 0.0617
N -1.39795 -0.97130 -3.89317 0.1543 0.1316 0.1131
C -1.04665 -1.17288 -5.30124 0.0156 0.0221 -0.0593
C -0.46909 -0.52645 -3.00714 -0.1352 -0.2009 -0.1263
N -0.33831 -1.10211 -1.76919 -0.4599 -0.1070 -0.1199
C -1.14209 -2.33755 -1.57508 0.1854 -0.1093 0.0194
C -0.32778 -3.35347 -0.79754 -0.0051 0.1297 -0.0322
N 0.17055 -2.69872 0.44877 0.1252 -0.1923 0.0970
C -0.93117 -2.57753 1.46778 0.0612 0.0044 -0.0083
C -0.78899 -1.29001 2.25606 0.0930 -0.0313 0.0111
N -0.59493 -0.19378 1.28071 -0.4674 -0.3040 -0.0267
C -1.12386 1.02234 1.58395 0.2559 0.2361 0.0537
N -0.70371 2.08778 0.90113 0.1583 0.0760 0.2375
C -1.40789 3.37533 0.90132 -0.0441 -0.0664 -0.0627
C 0.42508 1.99774 0.01002 0.0600 -0.2338 0.0420
N -2.00817 1.18879 2.59361 -0.0328 0.0775 -0.0802
C -1.86590 2.26345 3.58008 -0.0125 0.0332 -0.0168
C -3.25493 0.43454 2.70011 0.0178 -0.1010 0.0470
C 1.36197 -3.41641 0.99841 -0.0205 0.0157 0.0384
C 2.06265 -2.54971 2.03185 0.0146 -0.0183 -0.1385
N 2.09441 -1.12582 1.59817 0.2439 -0.0853 0.0418
C 3.02066 -0.37843 2.22084 0.2765 0.1318 0.2263
N 3.50352 -0.69763 3.44178 -0.1204 0.0003 -0.0268
C 2.69632 -1.23283 4.53644 -0.0611 0.0610 -0.0090
C 4.87359 -0.35383 3.83975 0.0224 -0.0726 -0.0138
N 3.58096 0.73847 1.67195 -0.5775 0.0539 -0.1903
C 3.55439 1.98750 2.43977 0.1661 -0.0250 0.0743
C 3.88137 0.85536 0.25677 0.1476 -0.0102 -0.0615
N 0.33974 0.44373 -3.45621 0.0621 0.2708 0.2092
C -0.13370 1.39505 -4.47563 -0.0101 -0.0347 -0.0067
C 1.72730 0.67212 -3.05626 0.0945 -0.0936 -0.1281
H -3.38036 -0.42156 -4.23915 0.0099 0.0035 0.0140
H -3.04214 -0.91299 -2.58157 -0.0094 0.0211 0.0259
H -3.15765 -2.13573 -3.86546 0.0137 0.0134 -0.0158
H -1.44331 -2.14187 -5.60520 0.0081 0.0032 0.0039
H 0.03329 -1.19010 -5.42330 -0.0122 -0.0076 -0.0091
H -1.47644 -0.41082 -5.95283 -0.0188 -0.0070 0.0122
H -1.43576 -2.79103 -2.51694 0.0737 -0.0082 -0.0563
H -2.06035 -2.08033 -1.04051 -0.0192 -0.0363 -0.0258
H 0.54951 -3.64497 -1.37338 -0.0288 -0.0244 -0.0343
H -0.90101 -4.25074 -0.55657 -0.0493 0.0345 0.0306
H -0.92703 -3.45995 2.10883 0.0380 0.0051 0.0068
H -1.87270 -2.56149 0.92216 -0.0294 -0.0049 0.0442
H 0.08669 -1.31941 2.89951 -0.0132 0.0255 0.0474
H -1.64293 -1.16147 2.90971 -0.0741 -0.0109 -0.1138
H -2.39186 3.25956 1.33917 -0.0321 0.0057 -0.0231
H -1.52689 3.69450 -0.13219 -0.0118 0.0292 0.0172
H -0.84543 4.13248 1.44679 -0.0128 -0.0088 0.0225
H 0.30882 1.10967 -0.66652 -0.1403 0.1870 -0.1679
H 1.37954 1.99920 0.53029 0.0362 0.0179 0.0798
H 0.40216 2.83237 -0.68831 0.0680 0.0007 0.0055
H -0.93756 2.80558 3.42583 0.0175 -0.0088 0.0116
H -1.84028 1.81347 4.57337 -0.0201 0.0086 0.0008
H -2.70292 2.96150 3.54001 0.0060 0.0098 -0.0066
H -3.31799 -0.32234 1.92346 0.0134 0.0037 0.0278
H -4.09650 1.11902 2.57656 -0.0010 -0.0047 -0.0039
H -3.34159 -0.04025 3.67913 -0.0033 0.0066 0.0024
H 2.01617 -3.63072 0.15884 0.0039 -0.0069 -0.0059
H 1.04319 -4.36738 1.42993 0.0111 0.0151 0.0431
H 3.08255 -2.91970 2.15667 -0.0114 -0.0076 0.0301
H 1.56710 -2.67768 2.99101 -0.0401 0.0038 0.0227
H 1.65371 -0.93777 4.42008 0.0033 -0.0693 -0.0288
H 3.06023 -0.78830 5.46125 -0.0316 0.0149 0.0064
H 2.77531 -2.31552 4.63344 0.0313 0.0014 0.0240
H 5.47828 -0.13938 2.96449 0.0078 0.0044 0.0199
H 5.29345 -1.21298 4.36135 0.0206 0.0055 -0.0077
H 4.89315 0.49924 4.51943 0.0235 -0.0242 0.0134
H 3.70889 1.80273 3.49757 -0.0504 0.0193 -0.0131
H 2.60046 2.51245 2.32842 0.0107 0.0149 -0.0662
H 4.35452 2.63872 2.09543 0.0046 0.0027 0.0141
H 4.40958 -0.02768 -0.09623 -0.0225 -0.0179 0.0086
H 4.53565 1.71494 0.12362 0.0517 -0.0461 0.0117
H 3.01004 1.01311 -0.38059 -0.0248 0.0323 0.0051
H -1.21563 1.36486 -4.55323 0.0031 -0.0109 -0.0163
H 0.31117 1.18977 -5.44907 -0.0018 0.0213 -0.0001
H 0.16384 2.39580 -4.16478 0.0002 0.0091 -0.0093
H 1.83117 0.93494 -2.00721 0.0269 -0.0081 -0.0348
H 2.10368 1.51080 -3.63476 0.0042 -0.0147 -0.0428
H 2.34944 -0.19274 -3.27266 -0.0241 0.0017 0.0223
S 4.57256 -2.66324 -2.09065 -0.1478 0.1018 0.0734
C 3.28702 -1.99915 -1.50566 0.3141 -0.1906 -0.1420
N 2.29679 -1.48568 -1.06488 0.0780 -0.0460 -0.0560
Cl -3.52211 3.99070 -3.76823 -0.0061 -0.0224 0.0186
C -3.69861 2.73260 -2.60974 -0.0327 -0.0014 0.0094
C -4.94766 2.30398 -2.18479 0.0869 0.0020 0.0101
C -4.99141 1.27393 -1.25660 -0.0301 0.0365 -0.0581
C -3.80238 0.72817 -0.80034 -0.0318 -0.0122 0.0219
N -2.59553 1.13851 -1.19962 -0.1303 0.0504 0.0654
C -2.56198 2.12875 -2.08675 0.0605 0.0232 -0.0853
H -5.84823 2.76496 -2.56726 -0.0097 -0.0143 -0.0157
H -5.93981 0.89480 -0.90144 -0.0032 0.0084 0.0181
H -3.82472 -0.08972 -0.08800 -0.0014 0.0025 -0.0512
H -1.58652 2.47406 -2.41742 -0.0220 -0.0027 0.0228
```
Forces are in eV/Å.

Output
Total charge: +3
2S+1: 2
LUMO level (spin up / spin down) (eV): -9.86 / -9.65
HOMO (spin up / spin down) (eV): -16.306 / -16.564
ΔE to the lowest compared entry with this formula, charge and spin (kcal/mol): 23.14